Record 1
ORCA calculation (the ωB97M-V functional and the def2-TZVPD basis) on a structure of composition C31H22BN3O4S3SbTa.

Positions of all 66 atoms, in Å:
Ta (1.182, 1.313, 0.345)
O (2.551, 2.482, 0.961)
C (3.045, 3.047, 2.084)
C (3.735, 4.245, 1.984)
C (4.230, 4.856, 3.124)
C (4.038, 4.258, 4.372)
C (3.362, 3.060, 4.466)
C (2.846, 2.421, 3.323)
C (2.222, 1.145, 3.413)
N (1.709, 0.512, 2.359)
N (1.433, -0.813, 2.600)
C (0.994, -1.353, 1.519)
O (0.804, -0.598, 0.441)
C (0.895, -2.816, 1.374)
C (0.628, -3.629, 2.472)
C (0.581, -5.005, 2.321)
C (0.814, -5.584, 1.078)
C (1.090, -4.774, -0.015)
C (1.122, -3.395, 0.130)
H (3.860, 4.685, 1.003)
H (4.755, 5.800, 3.044)
H (4.419, 4.734, 5.267)
H (3.221, 2.585, 5.431)
H (2.229, 0.611, 4.356)
H (0.456, -3.167, 3.435)
H (0.362, -5.631, 3.177)
H (0.780, -6.660, 0.965)
H (1.269, -5.216, -0.987)
H (1.312, -2.753, -0.721)
S (-1.370, 5.602, -0.884)
Sb (0.317, 4.477, 0.139)
S (-0.667, 2.371, 1.322)
S (1.059, 2.815, -1.584)
C (-3.446, 2.879, -1.130)
C (-4.172, 2.447, -0.032)
C (-4.047, 1.143, 0.422)
C (-3.201, 0.293, -0.258)
N (-2.507, 0.729, -1.323)
C (-2.592, 1.988, -1.748)
C (-2.937, -1.140, -0.032)
C (-3.462, -1.933, 0.975)
C (-3.136, -3.283, 0.985)
C (-2.317, -3.810, -0.009)
C (-1.797, -2.991, -1.007)
C (-2.085, -1.637, -1.017)
H (-3.488, 3.899, -1.473)
H (-4.825, 3.139, 0.484)
H (-4.593, 0.790, 1.286)
H (-1.950, 2.265, -2.574)
H (-4.108, -1.519, 1.741)
H (-3.518, -3.925, 1.768)
H (-2.063, -4.863, 0.012)
H (-1.156, -3.417, -1.770)
O (-0.195, -0.047, -2.010)
B (-1.619, -0.455, -2.005)
O (-1.991, -0.602, -3.419)
C (-0.881, -0.322, -4.147)
C (-0.744, -0.347, -5.516)
C (0.512, -0.030, -6.048)
C (1.575, 0.295, -5.221)
C (1.425, 0.316, -3.829)
C (0.188, 0.007, -3.316)
H (-1.583, -0.603, -6.148)
H (0.650, -0.034, -7.122)
H (2.535, 0.549, -5.653)
H (2.244, 0.595, -3.179)

Computed properties:
* orbital gap (spin up / spin down): 5.193 / 6.724 eV
* E_LUMO (spin up / spin down): 2.15 / 2.11 eV
* total charge: -1
* molar mass: 910.26 g mol⁻¹
* DFT total energy: -86445.5526 eV
* expectation value of S²: 0.787
* HOMO (spin up / spin down): -3.0 / -4.6 eV
* multiplicity: 2

Results of the natural (NBO) charge analysis, in e, for atoms 1 through 6: 1.77, -0.78, 0.38, -0.27, -0.22, -0.24

=====

Record 2
ORCA calculation (the ωB97M-V functional and the def2-TZVPD basis) on a cluster of 2 separate species, C5H12N2O3 in total.

Positions of all 22 atoms, in Å:
C (-0.970, 1.689, -1.009)
C (0.051, 1.558, 0.122)
N (0.205, 2.735, 0.958)
C (-0.536, 0.374, 1.284)
O (-1.672, -0.031, 1.327)
H (-0.640, 2.447, -1.722)
H (-1.063, 0.747, -1.547)
H (-1.950, 1.954, -0.607)
H (1.041, 1.392, -0.314)
H (-0.699, 3.094, 1.246)
H (0.727, 3.455, 0.473)
H (0.000, 0.660, 2.201)
C (-0.138, -2.930, 0.415)
N (0.029, -1.513, 0.098)
C (1.205, -1.026, -0.506)
O (2.131, -0.523, 0.095)
O (1.399, -1.619, -1.723)
H (-0.832, -3.372, -0.301)
H (-0.558, -3.097, 1.407)
H (0.813, -3.445, 0.306)
H (-0.852, -1.103, -0.205)
H (2.309, -1.444, -1.999)

Computed properties:
* orbital gap: 9.464 eV
* E_LUMO: 0.61 eV
* molar mass: 148.16 g mol⁻¹
* DFT total energy: -14500.2455 eV
* HOMO: -8.9 eV

Results of the natural (NBO) charge analysis, in e, for atoms 1 through 6: -0.64, -0.13, -0.84, 0.45, -0.61, 0.21

=====

Record 3
ORCA calculation (the ωB97M-V functional and the def2-TZVPD basis) on a structure of composition C7H22In2N3O5.

Positions of all 39 atoms, in Å:
In (-1.782, 4.188, -2.053)
In (-2.752, 4.094, 2.628)
O (-1.409, 2.735, 0.350)
H (-0.566, 2.246, 0.412)
C (4.233, -2.469, 0.827)
C (4.082, -1.323, 1.832)
C (3.056, -0.208, 1.367)
O (1.733, -0.377, 1.821)
C (0.744, 0.727, 1.556)
N (3.863, -1.975, 3.121)
H (4.994, -3.172, 1.167)
H (4.469, -2.135, -0.183)
H (3.339, -3.093, 0.830)
H (5.108, -0.956, 1.807)
H (3.051, -0.068, 0.286)
H (3.370, 0.681, 1.912)
H (0.942, 1.140, 0.567)
H (0.889, 1.558, 2.246)
H (-0.270, 0.362, 1.718)
H (2.904, -2.290, 3.093)
H (3.766, -1.298, 3.864)
C (-0.795, -0.300, -2.785)
C (-1.227, -0.578, -4.124)
O (-0.464, 0.184, -5.054)
O (-1.184, 0.962, -2.254)
H (0.277, -0.352, -2.597)
H (-1.384, -0.989, -2.180)
H (-2.301, -0.527, -4.305)
H (-0.895, -1.615, -4.164)
H (-0.525, 1.091, -4.744)
H (-1.074, 1.053, -1.305)
C (-4.384, 0.670, 0.989)
O (-4.486, 1.401, 1.970)
N (-5.140, -0.314, 0.591)
N (-3.293, 0.701, 0.231)
H (-6.011, -0.369, 1.100)
H (-4.987, -0.902, -0.216)
H (-3.270, 0.060, -0.549)
H (-2.621, 1.455, 0.231)

Computed properties:
* orbital gap: 1.883 eV
* E_LUMO: -21.75 eV
* total charge: +5
* molar mass: 457.90 g mol⁻¹
* DFT total energy: -32595.5500 eV
* HOMO: -23.6 eV

Results of the natural (NBO) charge analysis, in e, for atoms 1 through 6: 1.14, 1.18, -1.03, 0.43, -0.54, -0.09

=====

Record 4
ORCA calculation (the ωB97M-V functional and the def2-TZVPD basis) on an isolated molecule of C5H3N.

Positions of all 9 atoms, in Å:
C (0.430, 0.082, 0.143)
C (1.626, -0.114, 0.107)
C (3.729, 0.269, -0.350)
C (-1.923, -0.391, -0.091)
C (-0.922, 0.460, 0.113)
N (2.862, -0.322, 0.153)
H (-2.947, -0.060, -0.090)
H (-1.744, -1.439, -0.262)
H (-1.111, 1.515, 0.278)

Computed properties:
* orbital gap: 9.529 eV
* E_LUMO: 0.31 eV
* molar mass: 77.09 g mol⁻¹
* DFT total energy: -6718.8188 eV
* HOMO: -9.2 eV

Results of the natural (NBO) charge analysis, in e, for atoms 1 through 6: -0.03, 0.14, 0.42, -0.32, -0.27, -0.56

=====

Record 5
ORCA calculation (the ωB97M-V functional and the def2-TZVPD basis) on a cluster of 2 separate species, C2H4N2O2 in total.

Positions of all 10 atoms, in Å:
C (0.277, -0.530, 0.492)
C (0.205, 0.649, -0.401)
N (-0.462, -0.443, -0.844)
N (0.938, 1.536, -1.321)
O (1.589, 2.479, -0.960)
O (0.794, 1.229, -2.480)
H (1.135, -1.172, 0.730)
H (-0.399, -0.523, 1.305)
H (-1.151, 1.854, 0.370)
H (-0.220, -1.205, -1.486)

Computed properties:
* orbital gap (spin up / spin down): 8.214 / 8.395 eV
* E_LUMO (spin up / spin down): -1.06 / -1.19 eV
* molar mass: 88.07 g mol⁻¹
* DFT total energy: -9205.5033 eV
* HOMO (spin up / spin down): -9.3 / -9.6 eV

Results of the natural (NBO) charge analysis, in e, for atoms 1 through 6: -0.27, 0.21, -0.59, 0.49, -0.34, -0.37

=====

Record 6
ORCA calculation (the ωB97M-V functional and the def2-TZVPD basis) on a structure of composition C5H6N2.

Positions of all 13 atoms, in Å:
C (1.036, 0.232, -0.488)
N (-1.551, 1.026, 0.651)
C (-0.240, -0.223, -0.958)
C (-1.484, 0.020, -0.275)
C (2.211, 0.334, 0.069)
C (0.056, -1.381, 0.176)
N (0.294, -2.373, 0.740)
H (-2.417, 1.212, 1.128)
H (-0.688, 1.429, 0.993)
H (-0.311, -0.603, -1.973)
H (-2.398, -0.433, -0.635)
H (2.766, 1.270, 0.036)
H (2.724, -0.507, 0.537)

Computed properties:
* orbital gap (spin up / spin down): 6.799 / 7.403 eV
* E_LUMO (spin up / spin down): 0.36 / 0.54 eV
* molar mass: 94.12 g mol⁻¹
* DFT total energy: -8255.8418 eV
* HOMO (spin up / spin down): -6.4 / -6.9 eV

Results of the natural (NBO) charge analysis, in e, for atoms 1 through 6: -0.07, -0.79, -0.29, -0.04, -0.40, 0.25